ORCA calculation (ωB97M-V/def2-TZVPD) on a molecular structure, C2H4NP in a non-equilibrium geometry.

Last column: natural (NBO) charge in e.
Element x y z (Å)
C: 0.964826 -0.363178 -0.132351  0.5654
C: -0.286335 -0.289757 0.293317  -0.7352
N: 2.094293 -0.124581 -0.456473  -0.5898
P: -1.587354 1.555668 -0.602885  -0.1492
H: -0.906067 -1.116313 0.028877  0.2796
H: -0.329268 0.060516 1.253388  0.2754
H: 2.918127 -0.744892 -0.307521  0.4236
H: -2.868222 1.022538 -0.076351  -0.0698

Forces on the atoms, in the same order (eV/Å):
1.50 0.99 -0.14
-0.71 -0.66 -1.75
0.48 -1.18 -0.32
-0.36 -0.60 0.32
-0.64 -0.25 -0.30
-0.33 0.80 2.46
-1.01 0.79 0.00
1.06 0.11 -0.26

- frontier orbital gap (alpha / beta) (eV) = 6.19 / 6.22
- energy (a.u.) = -474.544898
- LUMO energy (alpha / beta) (eV) = -0.69 / -0.69
- energy relative to the best compared isomer or geometry (same formula, charge and spin) (kcal/mol) = 80.8
- molecular weight (g/mol) = 73.03